DFT (ωB97M-V/def2-TZVPD) results for C36H45BCoF2N11 as an isolated structure.

```
96
Properties=species:S:1:pos:R:3
Co -0.203 -0.420 -0.332
C -1.689 2.458 0.067
N -0.569 1.681 0.553
C -0.336 1.684 1.980
C 0.716 0.664 2.245
N 1.281 -0.038 1.296
C 2.338 -0.695 1.896
C 3.384 -1.438 1.356
C 4.356 -1.900 2.218
C 4.306 -1.653 3.591
C 3.295 -0.893 4.147
C 2.337 -0.399 3.276
N 1.286 0.472 3.461
C -2.214 1.800 -1.165
N -1.920 0.576 -1.516
C -2.679 0.318 -2.646
C -2.839 -0.827 -3.424
C -3.705 -0.766 -4.496
C -4.419 0.393 -4.805
C -4.299 1.534 -4.040
C -3.429 1.474 -2.963
N -3.103 2.399 -1.997
H -1.428 3.508 -0.141
H -2.483 2.462 0.824
H 0.280 1.974 0.074
H -1.262 1.425 2.497
H 0.002 2.663 2.367
H 3.427 -1.634 0.300
H 5.188 -2.461 1.824
H 5.084 -2.043 4.227
H 3.271 -0.671 5.202
H 1.012 0.894 4.332
H -2.322 -1.739 -3.189
H -3.842 -1.638 -5.117
H -5.085 0.395 -5.655
H -4.860 2.429 -4.264
H -3.466 3.336 -1.916
C -0.335 -4.079 3.043
N -1.501 -3.229 2.993
C -2.642 -3.744 3.716
C -1.640 -2.218 2.080
N -1.062 -2.213 0.910
C -0.735 -3.404 0.279
C -1.580 -4.447 0.062
C -1.171 -5.542 -0.741
C 0.052 -5.579 -1.359
C 0.977 -4.522 -1.256
C 2.219 -4.554 -1.904
C 3.163 -3.564 -2.142
C 3.078 -2.159 -2.111
C 1.929 -1.451 -1.830
N 1.817 -0.076 -1.824
C 2.188 0.743 -2.755
N 2.539 2.039 -2.426
C 1.845 3.153 -3.031
C 2.960 2.286 -1.068
N 2.234 0.433 -4.081
C 3.078 1.129 -5.027
C 1.600 -0.752 -4.608
C 0.615 -3.381 -0.357
N -2.336 -1.113 2.501
C -2.466 -0.780 3.898
C -3.277 -0.476 1.612
H -0.476 -5.022 2.507
H -0.132 -4.305 4.093
H 0.522 -3.562 2.623
H -2.802 -4.793 3.450
H -3.542 -3.195 3.455
H -2.481 -3.691 4.797
H -2.581 -4.437 0.474
H -1.860 -6.360 -0.877
H 0.319 -6.434 -1.962
H 2.501 -5.533 -2.279
H 4.112 -3.933 -2.516
H 3.972 -1.617 -2.401
H 1.411 2.869 -3.983
H 2.535 3.984 -3.185
H 1.035 3.503 -2.379
H 3.521 1.431 -0.700
H 2.116 2.457 -0.389
H 3.597 3.172 -1.057
H 3.707 1.852 -4.515
H 2.477 1.644 -5.782
H 3.719 0.402 -5.534
H 0.764 -1.045 -3.977
H 2.301 -1.590 -4.676
H 1.219 -0.524 -5.604
H -3.429 -1.073 4.327
H -2.377 0.303 4.024
H -1.665 -1.252 4.461
H -4.271 -0.932 1.694
H -2.919 -0.566 0.589
H -3.377 0.576 1.873
F 1.587 -3.330 0.683
B 0.656 -2.120 -1.309
F -0.518 -1.810 -1.935
```

## Properties
net charge = +1
Kohn-Sham gap (alpha / beta) = 6.550 / 6.312 eV
E_tot = -98188.10308 eV
E_HOMO (alpha / beta) = -8.473 / -9.171 eV
multiplicity = 4